Entry 1:
Computed, not measured: 2 unconnected molecules or ions with the total composition C4H12N2 at a distorted geometry, with ωB97M-V/def2-TZVPD.

Calculated values
HOMO-LUMO gap	9.37	eV
highest occupied orbital energy	-8.4	eV
ΔE to the lowest compared entry with this formula, charge and spin	28.2	kcal/mol

Structure (ORCA input):
```
! wB97M-V def2-TZVPD RIJCOSX def2/J DEFGRID3
* xyz 0 1
C 2.41 1.41 0.74
C 1.66 1.52 -0.35
N 1.70 2.53 -1.34
H 3.10 2.20 1.02
H 2.56 0.44 1.19
H 0.94 0.78 -0.68
H 2.15 3.39 -1.03
H 0.77 2.80 -1.65
C -2.48 -2.74 0.14
C -2.01 -1.41 0.71
N -0.77 -0.91 0.10
H -2.76 -2.70 -0.91
H -3.31 -3.20 0.70
H -1.67 -3.47 0.27
H -1.83 -1.58 1.78
H -2.76 -0.63 0.61
H -0.12 -1.68 0.08
H -0.99 -0.58 -0.84
*
```


Entry 2:
Computed, not measured: a gas-phase ion, C4H12N2 (charge +2) at a distorted geometry, with ωB97M-V/def2-TZVPD.

Calculated values
HOMO-LUMO gap	11.91	eV
highest occupied orbital energy	-18.8	eV
ΔE to the lowest compared entry with this formula, charge and spin	20.0	kcal/mol

Structure (ORCA input):
```
! wB97M-V def2-TZVPD RIJCOSX def2/J DEFGRID3
* xyz 2 1
N -1.98 1.24 -1.78
C -0.95 0.39 -1.10
C -1.01 0.31 0.21
C -0.12 -0.55 1.01
C 1.23 -1.04 0.47
N 2.43 -0.38 1.23
H -1.67 1.37 -2.74
H -2.91 0.82 -1.89
H -1.97 2.22 -1.37
H -0.28 -0.17 -1.79
H -1.81 0.85 0.82
H -0.61 -1.54 1.25
H 0.02 -0.30 2.08
H 1.38 -2.13 0.47
H 1.46 -0.89 -0.60
H 2.07 0.28 1.95
H 3.00 -1.07 1.74
H 3.17 -0.09 0.59
*
```


Entry 3:
Computed, not measured: 2 unconnected molecules or ions with the total composition C4H12N2 at a distorted geometry, with ωB97M-V/def2-TZVPD.

Calculated values
HOMO-LUMO gap	7.65	eV
highest occupied orbital energy	-18.2	eV
ΔE to the lowest compared entry with this formula, charge and spin	144.3	kcal/mol

Structure (ORCA input):
```
! wB97M-V def2-TZVPD RIJCOSX def2/J DEFGRID3
* xyz 2 1
C 0.66 0.16 0.57
C -0.24 1.24 0.09
C -0.97 0.42 -0.92
C -0.27 -0.32 -1.87
N -0.85 -1.77 -1.97
N 1.00 0.73 2.84
H 0.40 -0.75 1.11
H 1.72 0.07 0.33
H -0.75 1.64 0.95
H 0.35 2.07 -0.31
H -2.04 0.64 -1.05
H -0.12 0.09 -2.88
H -1.19 -2.10 -1.07
H -1.59 -1.73 -2.68
H -0.11 -2.43 -2.24
H 0.94 -0.07 3.46
H 1.88 0.49 2.38
H 1.20 1.63 3.28
*
```


Entry 4:
Computed, not measured: C4H12N2O in the gas phase at a distorted geometry, with ωB97M-V/def2-TZVPD.

Calculated values
HOMO-LUMO gap	9.50	eV
highest occupied orbital energy	-8.5	eV
ΔE to the lowest compared entry with this formula, charge and spin	62.4	kcal/mol

Structure (ORCA input):
```
! wB97M-V def2-TZVPD RIJCOSX def2/J DEFGRID3
* xyz 0 1
N 2.30 0.53 0.85
C 2.03 0.53 -0.55
C 1.19 -0.82 -0.64
N -0.02 -0.93 0.17
C -1.05 -0.06 -0.22
C -2.41 -0.29 0.40
O -3.29 0.81 0.23
H 1.74 1.18 1.40
H 3.27 0.76 1.15
H 2.92 0.37 -1.05
H 1.45 1.39 -0.90
H 0.85 -0.72 -1.64
H 1.71 -1.63 -0.29
H 0.29 -0.67 1.13
H -0.78 0.97 -0.04
H -1.16 -0.19 -1.32
H -2.70 -1.32 0.03
H -2.34 -0.43 1.49
H -4.01 0.52 -0.22
*
```


Entry 5:
Computed, not measured: 2 unconnected molecules or ions with the total composition C4H12N2O at a distorted geometry, with ωB97M-V/def2-TZVPD.

Calculated values
HOMO-LUMO gap	9.94	eV
highest occupied orbital energy	-9.0	eV
ΔE to the lowest compared entry with this formula, charge and spin	42.2	kcal/mol

Structure (ORCA input):
```
! wB97M-V def2-TZVPD RIJCOSX def2/J DEFGRID3
* xyz 0 1
C 1.75 0.23 -0.95
C 1.18 0.60 0.19
N 1.79 0.84 1.44
C -0.33 0.92 0.25
C -1.01 -0.22 1.03
N -0.65 -1.52 0.48
H 2.81 0.01 -1.02
H 1.14 0.18 -1.84
H 2.75 1.12 1.29
H 1.70 0.07 2.08
H -0.44 1.85 0.81
H -0.85 1.09 -0.69
H -0.70 -0.13 2.09
H -2.10 -0.18 1.11
H 0.35 -1.65 0.49
H -1.14 -2.31 0.86
O -2.06 -0.38 -2.23
H -2.96 -0.26 -1.90
H -1.36 -0.90 -1.80
*
```


Entry 6:
Computed, not measured: C4H12N2O in the gas phase at a distorted geometry, with ωB97M-V/def2-TZVPD.

Calculated values
HOMO-LUMO gap	9.81	eV
highest occupied orbital energy	-8.7	eV
ΔE to the lowest compared entry with this formula, charge and spin	38.8	kcal/mol

Structure (ORCA input):
```
! wB97M-V def2-TZVPD RIJCOSX def2/J DEFGRID3
* xyz 0 1
N 0.99 2.20 0.13
C -0.42 1.81 0.22
C -0.56 0.34 0.62
C 0.11 -0.65 -0.33
N 1.56 -0.73 -0.15
C -0.48 -2.05 -0.26
O -1.78 -2.07 -0.84
H 1.64 1.79 0.78
H 1.07 3.19 0.34
H -0.94 2.35 1.01
H -0.90 1.99 -0.73
H -0.25 0.07 1.63
H -1.64 0.17 0.68
H -0.07 -0.28 -1.35
H 2.16 0.05 -0.34
H 1.80 -1.64 0.14
H 0.12 -2.77 -0.81
H -0.58 -2.38 0.78
H -1.84 -1.39 -1.51
*
```


Entry 7:
Computed, not measured: 2 unconnected molecules or ions with the total composition C4H12N2O at a distorted geometry, with ωB97M-V/def2-TZVPD.

Calculated values
HOMO-LUMO gap (alpha / beta)	9.75 / 9.75	eV
highest occupied orbital energy (alpha / beta)	-8.7 / -8.7	eV
ΔE to the lowest compared entry with this formula, charge and spin	108.1	kcal/mol

Structure (ORCA input):
```
! wB97M-V def2-TZVPD RIJCOSX def2/J DEFGRID3
* xyz 0 1
C -0.32 0.43 -0.08
C -0.29 -1.28 0.47
C 0.92 1.13 0.43
C -0.47 -1.28 1.97
N -0.47 0.09 -1.42
N 0.65 -0.24 -2.08
O -0.72 1.92 -1.65
H -1.65 1.97 -1.85
H -1.27 0.75 0.35
H 1.45 0.38 -1.97
H 0.46 -0.48 -3.04
H 0.67 -1.67 0.16
H -1.09 -1.82 -0.03
H 1.77 0.45 0.48
H 0.74 1.53 1.42
H 1.18 1.96 -0.23
H -1.43 -0.84 2.25
H -0.45 -2.30 2.35
H 0.32 -0.72 2.47
*
```


Entry 8:
Computed, not measured: C4H12N2O in the gas phase at a distorted geometry, with ωB97M-V/def2-TZVPD.

Calculated values
HOMO-LUMO gap	9.82	eV
highest occupied orbital energy	-8.9	eV
ΔE to the lowest compared entry with this formula, charge and spin	39.6	kcal/mol

Structure (ORCA input):
```
! wB97M-V def2-TZVPD RIJCOSX def2/J DEFGRID3
* xyz 0 1
N -3.22 0.12 0.70
C -2.17 -0.10 -0.31
N -0.83 0.37 0.07
C 0.17 -0.21 -0.85
C 1.49 0.56 -0.73
C 2.13 0.20 0.63
O 2.41 -1.21 0.74
H -3.26 -0.63 1.38
H -2.94 0.95 1.21
H -2.47 0.53 -1.15
H -2.08 -1.18 -0.45
H -0.61 0.15 1.03
H -0.12 -0.17 -1.90
H 0.34 -1.26 -0.62
H 1.37 1.65 -0.74
H 2.17 0.27 -1.55
H 1.47 0.50 1.45
H 3.00 0.78 0.90
H 3.16 -1.31 0.17
*
```